No. 1
2 unconnected molecules or ions with the total composition C5H7NOS at a distorted geometry. Source: the OMol25 dataset; level of theory: ωB97M-V/def2-TZVPD.

Structure (ORCA input):
```
! wB97M-V def2-TZVPD RIJCOSX def2/J DEFGRID3
* xyz 0 1
C -0.164 -1.801 -0.136
C 1.072 -1.534 -0.637
C -0.536 -0.697 0.648
C 1.513 -0.309 -0.142
C -2.014 1.615 -0.320
N 0.459 0.231 0.585
O 3.110 1.608 0.552
S 3.033 0.552 -0.494
H -0.622 -2.753 -0.400
H 1.766 -2.307 -0.923
H -1.494 -0.436 1.127
H -2.072 0.521 -0.354
H -2.382 2.334 -1.034
H -2.222 1.775 0.705
H 0.554 1.201 0.826
*
```

Gap between HOMO and LUMO (alpha / beta) = 0.2723 / 0.2824 hartree
HOMO energy (alpha / beta) = -7.820 / -8.799 eV
E_LUMO (alpha / beta) = -0.41 / -1.12 eV
Molecular weight = 129.184 g/mol

---

No. 2
C5H7NS in the gas phase at a distorted geometry. Source: the OMol25 dataset; level of theory: ωB97M-V/def2-TZVPD.

Structure (ORCA input):
```
! wB97M-V def2-TZVPD RIJCOSX def2/J DEFGRID3
* xyz 0 1
C -1.616 -0.212 -1.549
C -0.987 -0.467 0.704
C -0.581 -0.076 -0.541
C 0.057 -0.441 1.912
C 0.641 0.735 -0.947
N -2.509 -0.402 -2.224
S 2.124 -0.382 -1.277
H -1.834 -1.066 1.095
H -0.650 -0.283 2.728
H 0.793 0.432 1.835
H 0.770 -1.248 2.056
H 0.805 1.535 -0.102
H 0.371 1.126 -1.893
H 2.616 0.750 -1.796
*
```

Gap between HOMO and LUMO = 0.3642 hartree
Structure (SMILES) = C/C=C(/C#N)CS
HOMO energy = -9.688 eV
E_LUMO = 0.22 eV
Molecular weight = 113.185 g/mol

---

No. 3
C5H7NS in the gas phase at a distorted geometry. Source: the OMol25 dataset; level of theory: ωB97M-V/def2-TZVPD.

Structure (ORCA input):
```
! wB97M-V def2-TZVPD RIJCOSX def2/J DEFGRID3
* xyz 0 1
C -1.587 1.671 -0.217
C -0.945 0.640 0.239
C 0.262 -1.673 -0.102
C 0.965 -0.464 -0.510
C 0.491 0.446 0.680
H -1.374 2.671 -0.027
H -2.512 1.370 -0.812
H 0.604 -2.404 0.778
H 0.094 -2.490 -0.933
H 0.357 0.084 -1.253
H 2.764 0.409 0.437
H 0.621 0.022 1.647
N 1.790 0.711 -0.071
S -1.529 -0.993 0.145
*
```

Gap between HOMO and LUMO = 0.3409 hartree
Structure (SMILES) = C=C1SC[C@@H]2N[C@@H]12
HOMO energy = -8.560 eV
E_LUMO = 0.72 eV
Molecular weight = 113.185 g/mol

---

No. 4
2 unconnected molecules or ions with the total composition C5H7NS at a distorted geometry. Source: the OMol25 dataset; level of theory: ωB97M-V/def2-TZVPD.

Structure (ORCA input):
```
! wB97M-V def2-TZVPD RIJCOSX def2/J DEFGRID3
* xyz 0 1
C 0.474 0.368 -1.583
C 0.472 -1.892 2.196
C -0.708 -2.326 2.060
C 0.798 1.624 -0.697
C -1.361 0.425 -0.219
N -0.860 -0.094 -1.255
S -0.459 1.659 0.717
H 0.471 0.752 -2.687
H 1.360 -1.678 2.627
H 1.350 -0.395 -1.369
H -1.609 -2.593 1.697
H 1.792 1.400 -0.511
H 0.588 2.568 -1.248
H -2.308 0.181 0.273
*
```

Gap between HOMO and LUMO = 0.3544 hartree
Structure (SMILES) = C1=NCCS1.C#C
HOMO energy = -8.805 eV
E_LUMO = 0.84 eV
Molecular weight = 113.185 g/mol